Entry 1:
Entry from the OMol25 dataset: a structure of composition C8H8N2O3S at a distorted geometry (ωB97M-V/def2-TZVPD).

Cartesian coordinates (Å):
C: -1.2167 2.1139 0.7482
C: -1.3835 0.8098 1.2970
C: -0.0945 2.3948 -0.0634
C: -0.5130 -0.2667 0.9856
C: 0.6977 1.2841 -0.3980
C: 0.5400 0.0086 0.0966
C: 2.3595 0.2115 -1.1719
C: 1.8078 -2.1278 -0.1369
N: 1.8297 1.4064 -1.1489
N: 1.6174 -0.7138 -0.4483
O: -2.6494 0.5855 -1.1630
O: -3.2857 -1.0089 0.5619
O: -1.5794 -1.6843 -1.0121
S: -2.3898 -0.6352 -0.4455
H: -1.9466 2.7382 1.1895
H: -2.1681 0.5823 2.1161
H: 0.1220 3.3495 -0.4225
H: -0.6398 -1.2201 1.5373
H: 3.2449 -0.2202 -1.6215
H: 2.5229 -2.3598 0.5785
H: 0.9503 -2.7125 0.0952
H: 2.1745 -2.5352 -1.1738

Summary:
- HOMO level (eV) = -9.26
- E_LUMO (eV) = -0.30
- charge = 0

Atom charges from the Löwdin analysis, given in e for atoms 1 to 5: -0.05, -0.14, 0.05, -0.10, -0.26



Entry 2:
Entry from the OMol25 dataset: a structure of composition C40H36Cl3N2O5PPd (ωB97M-V/def2-TZVPD).

Cartesian coordinates (Å):
Pd: 0.0988 0.7064 0.6362
C: -2.3841 2.2364 2.8189
C: -2.7320 2.5485 1.3662
C: -3.0551 1.2894 0.5908
C: -1.6775 3.4233 0.6962
C: -2.1918 4.1767 -0.5175
O: -1.0047 4.4045 -1.2863
C: -0.1083 3.4603 -0.8702
N: -0.4506 2.7813 0.1592
C: 1.1566 3.4736 -1.6306
C: 1.2719 4.4574 -2.6201
C: 2.4300 4.5983 -3.3604
C: 3.4939 3.7410 -3.1192
C: 3.3809 2.7610 -2.1503
C: 2.2244 2.5952 -1.3830
P: 2.1926 1.1506 -0.2176
C: 2.4904 2.3662 1.3060
C: 1.7109 2.7340 2.4018
C: 2.2157 3.5594 3.4012
C: 3.5086 4.0544 3.3225
C: 4.3062 3.6880 2.2463
C: 3.8028 2.8410 1.2700
C: 1.1993 0.2041 -1.7294
C: 2.1201 -0.6376 -2.3559
C: 1.7549 -1.4480 -3.4224
C: 0.4392 -1.4537 -3.8705
C: -0.4902 -0.6261 -3.2596
C: -0.1116 0.1978 -2.2049
H: -3.2385 1.7729 3.3185
H: -2.1256 3.1478 3.3673
H: -1.5456 1.5386 2.8972
H: -3.6312 3.1846 1.3657
H: -2.2222 0.5808 0.5688
H: -3.3257 1.4652 -0.4505
H: -3.8854 0.7604 1.0631
H: -1.3199 4.1434 1.4453
H: -2.6382 5.1406 -0.2808
H: -2.8856 3.5741 -1.1106
H: 0.4363 5.1157 -2.8059
H: 2.4972 5.3661 -4.1214
H: 4.4107 3.8314 -3.6908
H: 4.2044 2.0777 -1.9814
H: 0.7118 2.3372 2.5178
H: 1.5965 3.7924 4.2607
H: 3.9010 4.6927 4.1059
H: 5.3290 4.0438 2.1787
H: 4.4511 2.5266 0.4562
H: 3.1373 -0.6761 -1.9751
H: 2.4907 -2.1001 -3.8817
H: 0.1336 -2.1202 -4.6687
H: -1.5309 -0.6407 -3.5640
H: -0.8820 0.8038 -1.7419
Cl: 0.8281 -1.7093 0.7610
C: 0.2981 -3.1982 1.4844
C: 0.8840 -3.5565 2.6867
C: 0.6532 -4.8266 3.1929
C: -0.1604 -5.7085 2.5003
C: -0.7856 -5.2994 1.3355
Cl: -1.9122 -6.3967 0.5799
C: -0.6053 -4.0211 0.7869
N: -1.3231 -3.5845 -0.3116
C: -1.2382 -4.1852 -1.5698
C: -0.1080 -4.9066 -1.9505
C: 0.0071 -5.4192 -3.2328
C: -0.9990 -5.2004 -4.1603
C: -2.1318 -4.4926 -3.7771
C: -2.2908 -3.9972 -2.4892
C: -3.5643 -3.3149 -2.0788
C: -3.4175 -1.7849 -1.8630
O: -4.0096 -1.0414 -2.6628
O: -2.6503 -1.4448 -0.9207
H: 1.4927 -2.8249 3.2105
H: 1.1120 -5.1259 4.1262
H: -0.3556 -6.7053 2.8736
H: -1.6867 -2.6058 -0.3511
H: 0.6967 -5.0321 -1.2350
H: 0.9011 -5.9650 -3.5122
H: -0.9092 -5.5804 -5.1712
H: -2.9352 -4.3331 -4.4887
H: -3.8795 -3.7438 -1.1217
H: -4.3391 -3.4923 -2.8241
Cl: 1.3646 1.2098 6.8015
C: 0.1029 0.5381 5.7006
C: 0.6656 -0.1906 4.4497
O: 1.6106 -0.9733 4.6235
O: 0.0183 0.0756 3.4095
H: -0.5311 1.3695 5.4091
H: -0.4626 -0.1742 6.2990

Summary:
- HOMO level (eV) = -2.00
- E_LUMO (eV) = 4.28
- charge = -2

Atom charges from the Löwdin analysis, given in e for atoms 1 to 5: 0.35, -0.08, -0.39, -0.07, -0.27



Entry 3:
Entry from the OMol25 dataset: an isolated molecule of C6H12O (ωB97M-V/def2-TZVPD).

Cartesian coordinates (Å):
C: -1.8137 -1.0510 -0.0259
C: -1.4765 0.4315 0.0841
C: -0.9044 1.1507 -1.0977
C: -0.0109 0.8847 0.0894
C: 0.9963 -0.2469 0.2494
C: 2.4776 -0.1077 -0.0919
O: 0.9781 -0.6319 1.6276
H: -1.4908 -1.4711 -0.9855
H: -2.8930 -1.2187 0.0492
H: -1.3246 -1.6289 0.7668
H: -2.1641 0.9978 0.7107
H: -0.7786 0.5852 -2.0182
H: -1.2143 2.1822 -1.2527
H: 0.2124 1.7595 0.7046
H: 0.6238 -1.0781 -0.3635
H: 2.6654 0.1604 -1.1362
H: 2.9152 -1.0985 0.0855
H: 2.9932 0.5911 0.5741
H: 0.2090 -0.2100 2.0301

Summary:
- HOMO level (eV) = -9.97
- E_LUMO (eV) = 1.06
- SMILES = C[C@@H]1C[C@@H]1[C@@H](C)O
- charge = 0

Atom charges from the Löwdin analysis, given in e for atoms 1 to 5: -0.07, -0.30, -0.08, -0.21, -0.42



Entry 4:
Entry from the OMol25 dataset: a cluster of 2 separate species, C5H10N2O in total at a distorted geometry (ωB97M-V/def2-TZVPD).

Cartesian coordinates (Å):
C: -2.0144 -1.3543 0.0354
C: -1.5200 -0.0207 0.5965
C: -1.5758 1.2070 0.0288
N: -0.7979 2.0377 0.9077
C: -0.3150 1.2081 1.8353
N: -0.7059 -0.0608 1.6865
H: -3.0762 -1.5410 -0.0142
H: -1.5209 -2.2110 0.5835
H: -1.5165 -1.3959 -0.9406
H: -2.0980 1.6085 -0.8256
H: -0.7989 3.0138 0.6790
H: 0.2258 1.5943 2.6721
C: 2.3160 -0.7584 -1.5204
O: 3.2044 0.0193 -0.6909
H: 1.8332 0.0173 -2.0791
H: 1.6418 -1.3455 -0.9334
H: 2.9881 -1.5012 -1.9238
H: 3.7301 -0.5173 -0.0969

Summary:
- HOMO level (eV) = -8.66
- E_LUMO (eV) = 0.89
- SMILES = Cc1c[nH]cn1.CO
- charge = 0

Atom charges from the Löwdin analysis, given in e for atoms 1 to 5: -0.05, -0.39, -0.05, 0.05, -0.21



Entry 5:
Entry from the OMol25 dataset: a structure of composition C28H51BrClGaN5O3 at a distorted geometry (ωB97M-V/def2-TZVPD).

Cartesian coordinates (Å):
C: 0.0388 -0.2272 0.3800
C: -0.4971 -0.0938 -1.0487
O: -1.8841 0.1277 -0.9862
Ga: -2.6829 0.2500 -2.6725
Cl: -1.3966 1.6917 -3.9370
C: -2.8801 -1.5120 -3.6649
C: -1.9069 -2.6237 -3.2542
C: -2.1126 -3.1275 -1.8225
O: -2.6328 -4.4706 -1.8373
C: -3.9528 -4.5256 -1.3565
C: -4.4718 1.2505 -2.4331
C: -5.3795 0.7726 -1.3404
O: -6.3753 1.2998 -1.1022
Br: -4.9675 -0.7886 -0.2431
H: 1.0853 0.0523 0.4306
H: -0.5608 0.4596 0.9724
H: -0.1657 -1.2128 0.7787
H: -0.2962 -1.0493 -1.5517
H: 0.0224 0.7012 -1.5867
H: -3.9130 -1.8389 -3.5465
H: -2.6973 -1.2952 -4.7150
H: -0.8646 -2.3771 -3.4340
H: -2.1201 -3.4891 -3.8831
H: -2.7915 -2.4680 -1.2928
H: -1.1751 -3.1864 -1.2778
H: -3.9959 -4.4787 -0.2649
H: -4.5519 -3.7041 -1.7419
H: -4.3815 -5.4663 -1.6788
H: -4.1945 2.2651 -2.1608
H: -5.0155 1.3454 -3.3625
C: -11.4923 0.4039 -3.1356
C: -11.0564 0.7404 -1.7137
C: -9.5813 0.4223 -1.4501
C: -9.3166 -1.0094 -1.6392
N: -9.1168 -2.1177 -1.7868
H: -11.3970 -0.6635 -3.3396
H: -12.5384 0.6736 -3.2890
H: -10.8921 0.9470 -3.8682
H: -11.6819 0.1899 -1.0073
H: -11.2239 1.8035 -1.5289
H: -9.3074 0.6909 -0.4308
H: -8.9374 0.9861 -2.1251
C: 3.9127 -0.0125 -3.9811
C: 3.3561 1.3776 -3.6951
C: 3.8208 1.9416 -2.3482
C: 3.3762 1.0793 -1.2494
N: 3.0082 0.3932 -0.4229
H: 3.5696 -0.7386 -3.2427
H: 3.5807 -0.3616 -4.9591
H: 5.0061 -0.0079 -3.9763
H: 2.2653 1.3392 -3.7172
H: 3.6686 2.0607 -4.4877
H: 3.4079 2.9382 -2.1918
H: 4.9091 2.0177 -2.3151
C: 0.9498 1.8330 3.7291
C: 1.2351 3.2561 4.1966
C: 0.8346 4.3151 3.1632
C: 1.5924 4.1363 1.9149
N: 2.1872 3.9887 0.9583
H: 1.5173 1.5792 2.8344
H: 1.2269 1.1160 4.5009
H: -0.1098 1.6972 3.5072
H: 2.2994 3.3578 4.4240
H: 0.6906 3.4437 5.1251
H: 1.0387 5.3158 3.5456
H: -0.2309 4.2495 2.9405
C: 4.4414 -3.1414 4.2415
C: 4.5227 -3.0475 2.7227
C: 4.1023 -1.6762 2.1856
C: 2.7117 -1.3814 2.5401
N: 1.6369 -1.1365 2.8103
H: 3.4201 -3.0069 4.5998
H: 4.7800 -4.1211 4.5812
H: 5.0743 -2.3824 4.7071
H: 3.8946 -3.8215 2.2772
H: 5.5499 -3.2494 2.4093
H: 4.1958 -1.6499 1.1002
H: 4.7407 -0.8926 2.5983
C: 7.0333 2.0756 3.1275
C: 8.4896 1.7601 2.8070
C: 8.7968 0.2595 2.8537
C: 8.5367 -0.2780 4.1979
N: 8.3506 -0.6799 5.2410
H: 6.7719 1.7657 4.1405
H: 6.8497 3.1476 3.0586
H: 6.3596 1.5727 2.4306
H: 9.1366 2.2855 3.5126
H: 8.7285 2.1389 1.8114
H: 9.8421 0.0767 2.6053
H: 8.1800 -0.2808 2.1343

Summary:
- HOMO level (eV) = -5.04
- E_LUMO (eV) = 1.81
- charge = -1

Atom charges from the Löwdin analysis, given in e for atoms 1 to 5: -0.11, -0.41, -0.31, 0.11, 0.02



Entry 6:
Entry from the OMol25 dataset: a cluster of 15 separate species, H30O15 in total at a distorted geometry (ωB97M-V/def2-TZVPD).

Cartesian coordinates (Å):
H: -0.7281 0.5582 -1.0655
H: 0.1987 0.2628 0.1023
H: -0.1174 -2.0892 -3.2582
H: 0.9172 -2.5011 -2.2238
H: -4.3358 -0.1352 -0.0370
H: -3.5517 -1.3801 0.3444
H: -1.6223 -2.5604 1.8215
H: -2.8231 -3.0753 1.0448
H: 2.3812 1.4064 -3.1427
H: 2.0684 -0.0316 -3.5226
H: 0.3768 -0.0111 2.7671
H: -0.2474 1.1645 3.5009
H: -1.4845 3.0815 0.2209
H: -1.7096 1.7991 -0.5632
H: 4.6479 0.3840 1.6875
H: 3.2302 -0.1360 1.8601
H: -2.8158 0.3185 2.7253
H: -1.9176 1.4716 2.3087
H: 4.2917 -2.4239 0.1056
H: 3.9032 -0.9789 0.3718
H: -0.2410 -3.1661 -0.9525
H: -1.2380 -4.1661 -0.3903
H: -2.5923 -1.9799 -0.8297
H: -3.8536 -2.7187 -1.2461
H: 2.2703 4.4754 0.6905
H: 2.4317 2.9837 0.9329
H: 3.5027 0.3283 -0.5287
H: 4.8100 0.0467 -1.2509
H: -3.9513 4.4434 -2.0635
H: -3.1245 4.3316 -0.7931
O: -0.7270 0.2202 -0.1629
O: 0.6090 -1.7405 -2.7294
O: -3.4793 -0.5605 -0.1576
O: -2.5425 -2.8252 1.9323
O: 2.7169 0.6676 -3.6628
O: 0.3745 0.4378 3.6200
O: -1.5718 2.7460 -0.6785
O: 4.1374 -0.2932 2.1455
O: -2.2923 1.0428 3.0863
O: 4.0853 -1.8119 0.8211
O: -0.3200 -3.8827 -0.3128
O: -2.8980 -2.7162 -1.3715
O: 1.8985 3.7428 1.1945
O: 4.4028 0.6585 -0.6273
O: -3.0694 4.6126 -1.7135

Summary:
- HOMO level (eV) = -9.96
- E_LUMO (eV) = -0.71
- charge = 0

Atom charges from the Löwdin analysis, given in e for atoms 1 to 5: 0.05, 0.05, 0.06, 0.03, 0.08



Entry 7:
Entry from the OMol25 dataset: a cluster of 10 separate species, C23H52F12N10O27S12 in total at a distorted geometry (ωB97M-V/def2-TZVPD).

Cartesian coordinates (Å):
C: -14.6252 2.0793 -4.2314
C: -13.1068 2.1472 -4.3172
O: -12.5115 3.2111 -4.4589
N: -12.3441 0.8341 -4.1267
H: -12.7110 0.3794 -3.3029
H: -12.4560 0.2463 -4.9404
C: -10.9053 0.9904 -3.5586
H: -15.0351 3.0675 -4.4402
H: -15.0064 1.8226 -3.2430
H: -15.0529 1.3432 -4.9121
H: -10.5832 -0.0395 -3.4042
H: -10.9840 1.4951 -2.5958
H: -10.2092 1.5009 -4.2241
C: -9.4296 -4.5321 -4.1667
C: -9.6112 -3.5569 -3.0310
O: -9.2278 -2.3920 -3.0603
N: -10.2824 -4.1149 -1.7211
H: -10.8795 -4.8777 -2.0070
H: -9.5389 -4.5117 -1.1645
C: -11.1342 -3.0139 -1.0078
H: -9.2738 -4.1457 -5.1739
H: -10.2215 -5.2810 -4.1681
H: -8.5171 -5.1012 -3.9886
H: -11.8684 -3.4892 -0.3573
H: -11.7603 -2.6317 -1.8140
H: -10.5735 -2.2127 -0.5263
C: -12.8165 -8.2219 2.2991
C: -13.6114 -6.9297 2.2869
C: -14.9575 -7.1129 2.8510
C: -15.0267 -7.2684 4.4186
C: -14.5298 -6.0158 5.0621
C: -13.0529 -5.6958 4.6433
N: -12.8584 -5.9077 3.1870
O: -11.6339 -5.3841 2.7135
C: -12.0894 -6.6465 5.5172
C: -12.8256 -4.2833 5.0227
C: -13.6352 -6.2303 0.8958
H: -12.8710 -8.7070 3.2736
H: -11.7887 -8.0278 1.9925
H: -13.1930 -8.8432 1.4865
H: -15.5151 -7.9132 2.3644
H: -15.6574 -6.3081 2.6262
H: -14.4193 -8.1512 4.6180
H: -15.9587 -7.5574 4.9044
H: -14.6828 -6.1711 6.1301
H: -15.2892 -5.2990 4.7497
H: -12.1911 -6.4211 6.5788
H: -11.0361 -6.4499 5.3172
H: -12.1834 -7.7062 5.2796
H: -13.7602 -3.7302 4.9294
H: -12.1646 -3.7141 4.3691
H: -12.4477 -4.0880 6.0263
H: -12.6268 -6.1488 0.4902
H: -14.0106 -5.2074 0.9245
H: -14.2395 -6.8086 0.1968
C: -2.3330 -4.9886 -3.3001
C: -3.2029 -3.7751 -3.3991
C: -4.1183 -3.6443 -2.1362
N: -5.1568 -2.4414 -2.3521
C: -6.0878 -2.7411 -3.5576
C: -6.0456 -2.2973 -1.1281
C: -6.6415 -0.9708 -1.1673
C: -5.6264 -0.0184 -1.8153
C: -4.5850 -0.9924 -2.4521
H: -1.6246 -4.8641 -2.4812
H: -1.6524 -5.1455 -4.1370
H: -2.8581 -5.9079 -3.0406
H: -3.8226 -3.8823 -4.2895
H: -2.7124 -2.8040 -3.4646
H: -3.4895 -3.2797 -1.3239
H: -4.5807 -4.5756 -1.8092
H: -6.7526 -3.5771 -3.3400
H: -5.5535 -2.9381 -4.4869
H: -6.6604 -1.8562 -3.8353
H: -6.7992 -3.0740 -1.2588
H: -5.3524 -2.5020 -0.3122
H: -7.6028 -1.0133 -1.6795
H: -6.6797 -0.5578 -0.1593
H: -6.0714 0.5053 -2.6613
H: -5.1750 0.7376 -1.1728
H: -4.3115 -0.7555 -3.4803
H: -3.6845 -0.9104 -1.8434
N: -11.8965 -6.1210 -2.5123
S: -11.3884 -7.7097 -2.3134
O: -10.8898 -8.3067 -3.5418
O: -11.9838 -8.5887 -1.3146
F: -10.0159 -7.2724 -1.5687
S: -13.1906 -6.4910 -3.1595
O: -14.3399 -6.7681 -2.3197
O: -13.1239 -7.1983 -4.4176
F: -13.4830 -5.0040 -3.6937
N: -15.7153 -3.7523 2.6500
S: -16.9435 -3.1829 3.6507
O: -17.8425 -2.2147 3.0080
O: -16.6844 -3.0228 5.0911
F: -17.9180 -4.4926 3.6212
S: -15.0297 -2.4959 2.5285
O: -14.4701 -1.8363 3.7068
O: -15.4674 -1.5115 1.5163
F: -13.6614 -2.9977 1.9665
N: -13.3109 -0.0341 -1.7779
S: -13.1796 0.3273 -0.1498
O: -12.3023 -0.5252 0.6271
O: -14.2186 1.1071 0.6116
F: -12.1736 1.5490 -0.3877
S: -14.5432 -0.8625 -1.5991
O: -15.8222 -0.2913 -1.4134
O: -14.3083 -2.1711 -1.0390
F: -14.6543 -1.2041 -3.1498
N: -5.9273 -7.1493 -6.5635
S: -5.6959 -6.8520 -4.8859
O: -6.1715 -5.6600 -4.1987
O: -4.3853 -7.3390 -4.3754
F: -6.6836 -8.0619 -4.2686
S: -6.0062 -5.7293 -7.0012
O: -4.8885 -4.7849 -6.7348
O: -7.3237 -5.2264 -7.1974
F: -5.7659 -5.9703 -8.5858
N: -8.5321 -4.7847 0.0747
S: -8.3318 -4.5876 1.5514
O: -7.3124 -3.6493 2.0385
O: -8.8337 -5.5958 2.5063
F: -9.5481 -3.5514 1.6237
S: -7.2739 -5.8358 0.0248
O: -7.4737 -7.1267 0.6508
O: -5.9480 -5.2297 -0.0669
F: -7.5493 -6.2132 -1.5298
N: -12.6290 -0.6556 -6.2531
S: -12.6566 -2.1161 -6.3631
O: -12.0417 -2.8150 -7.4712
O: -13.8697 -2.7892 -5.8231
F: -11.6632 -2.3523 -5.1484
S: -13.8695 -0.4781 -7.4333
O: -15.1422 -0.2424 -6.8835
O: -13.6946 -1.1498 -8.7479
F: -13.3115 1.0022 -7.7600

Summary:
- HOMO level (eV) = -5.66
- E_LUMO (eV) = -0.74
- charge = -2

Atom charges from the Löwdin analysis, given in e for atoms 1 to 5: 0.03, -0.32, 0.11, 0.09, 0.04



So what do the calculations give for HOMO-LUMO gap? Going down the list: 8.95; 6.29; 11.03; 9.55; 6.86; 9.25; 4.91 eV.
So what do the calculations give for calculated total energy? Going down the list: -1043.00602; -3881.44655; -311.01256; -381.22457; -6556.05789; -1146.45169; -9462.79273 a.u..